ORCA calculation (ωB97M-V/def2-TZVPD) on a structure of composition C2H10O3Rb in a non-equilibrium geometry.

XYZ file:
```
16
Properties=species:S:1:pos:R:3
Rb -1.051 1.067 0.850
O 0.491 0.987 3.456
H 0.586 0.133 3.035
H 0.946 0.894 4.293
O -3.457 -0.363 0.908
H -4.368 -0.548 1.137
H -3.008 -1.201 1.016
C 0.924 -1.051 -1.217
C 1.331 0.237 -1.918
O 0.706 1.382 -1.372
H 1.437 -1.837 -1.771
H -0.144 -1.176 -1.391
H 1.173 -1.158 -0.161
H 1.040 0.082 -2.957
H 2.402 0.419 -2.014
H 0.993 2.133 -1.896
```

Kohn-Sham gap (spin up / spin down) ... 11.065 / 3.901 eV
LUMO (spin up / spin down) ... -7.41 / -14.57 eV
Multiplicity ... 2
Energy relative to the best compared isomer or geometry (same formula, charge and spin) ... 0.0 kJ/mol
Total energy ... -9014.79960 eV
Total charge ... +2

These are the natural (NBO) partial charges, in e, on atoms 1 to 4: 0.991, -0.960, 0.450, 0.513

***

ORCA calculation (ωB97M-V/def2-TZVPD) on a structure of composition NO7PRb7 in a non-equilibrium geometry.

XYZ file:
```
16
Properties=species:S:1:pos:R:3
Rb -1.217 -3.501 3.025
Rb 2.540 1.236 1.171
Rb -3.678 -1.583 1.075
Rb -0.873 1.537 4.189
Rb -0.382 -1.716 -1.841
Rb -1.277 1.734 -1.430
Rb 1.596 -3.152 0.950
N 1.410 1.844 -3.122
O 1.024 0.769 -2.763
O 0.690 2.563 -3.846
O 2.503 2.268 -2.849
P -0.478 -0.434 1.153
O 0.283 -0.282 2.519
O 0.349 0.206 0.046
O -1.729 0.406 0.965
O -0.759 -1.894 0.758
```

Kohn-Sham gap (spin up / spin down) ... 3.536 / 6.357 eV
LUMO (spin up / spin down) ... -5.58 / -5.92 eV
Multiplicity ... 2
Total energy ... -29689.25407 eV
Total charge ... +2

These are the Mulliken partial charges, in e, on atoms 1 to 4: 0.686, 0.946, 0.856, 0.858

***

ORCA calculation (ωB97M-V/def2-TZVPD) on the molecule C4H12N2 in a non-equilibrium geometry.

XYZ file:
```
18
Properties=species:S:1:pos:R:3
C 0.513 1.591 0.012
C -0.125 0.396 0.842
C 0.256 -0.911 0.164
C -0.748 -1.280 -0.932
N -2.055 -1.686 -0.499
N 1.887 1.687 0.577
H 0.639 1.372 -1.074
H -0.056 2.519 0.113
H 0.274 0.595 1.824
H -1.225 0.531 0.930
H 0.495 -1.823 0.846
H 1.239 -0.667 -0.336
H -0.885 -0.482 -1.666
H -0.294 -2.042 -1.612
H -2.584 -0.874 -0.203
H -2.060 -2.344 0.269
H 2.397 0.856 0.359
H 2.333 2.562 0.384
```

Kohn-Sham gap ... 10.170 eV
LUMO ... 1.17 eV
Energy relative to the best compared isomer or geometry (same formula, charge and spin) ... 89.5 kJ/mol
Total energy ... -7322.10117 eV

These are the natural (NBO) partial charges, in e, on atoms 1 to 4: -0.215, -0.424, -0.417, -0.226

***

ORCA calculation (ωB97M-V/def2-TZVPD) on a structure of composition C12H24N2O4S in a non-equilibrium geometry.

XYZ file:
```
43
Properties=species:S:1:pos:R:3
C 1.917 2.723 -4.288
C 2.809 3.138 -3.204
H 3.207 4.138 -3.338
H 3.722 2.560 -3.079
S 1.919 3.203 -1.905
O 2.774 3.895 -0.757
O 0.612 4.242 -2.033
N 1.655 1.650 -1.538
C 0.288 1.426 -1.162
C -0.095 1.718 0.337
H 0.286 2.882 0.662
H -0.919 1.556 0.602
C 0.847 0.821 1.054
C 0.537 -0.537 1.255
O 1.174 -1.468 0.430
N -0.616 -0.719 1.913
H -1.186 -0.120 2.328
C -1.229 -2.085 1.906
C -2.445 -2.302 1.271
C -3.185 -3.448 1.341
O -3.451 -3.806 2.552
C -4.095 -4.830 2.906
H -4.323 -5.038 3.992
H -5.083 -4.964 2.314
H -3.194 -6.003 2.590
H -4.079 -3.654 0.679
H -2.585 -4.361 0.790
H -2.217 -1.995 0.246
H -3.213 -1.307 1.561
H -0.536 -2.823 1.482
H -1.258 -2.514 3.037
C 2.424 1.101 0.704
C 2.513 0.956 -0.663
H 3.462 1.275 -1.141
H 2.358 -0.073 -1.026
H 3.095 0.494 1.512
H 2.716 2.057 0.976
H 0.653 1.433 2.401
H -0.416 2.115 -1.708
H 0.065 0.557 -1.250
H 1.509 1.738 -4.053
H 2.475 2.963 -5.219
H 1.111 3.407 -4.481
```

Kohn-Sham gap ... 9.662 eV
LUMO ... 0.37 eV
Total energy ... -34824.58963 eV

These are the natural (NBO) partial charges, in e, on atoms 1 to 4: -0.641, -0.779, 0.289, 0.278

***

ORCA calculation (ωB97M-V/def2-TZVPD) on a cluster of 2 separate species, CH6N4O3S in total in a non-equilibrium geometry.

XYZ file:
```
15
Properties=species:S:1:pos:R:3
C 1.110 -1.005 -0.565
N 0.741 0.217 -0.830
N 0.229 -2.057 -0.817
N -2.712 -0.110 -0.126
N -1.991 0.826 -0.638
O -3.805 0.111 0.319
O 2.545 1.370 0.681
O 0.553 2.581 0.000
S 1.577 1.729 -0.630
H 2.121 -1.324 -0.211
H 0.578 -2.929 -0.449
H -0.671 -1.787 -1.114
H 2.807 2.226 1.065
H -2.251 1.807 -0.487
H -0.881 0.647 -0.541
```

Kohn-Sham gap ... 8.799 eV
LUMO ... 0.24 eV
Energy relative to the best compared isomer or geometry (same formula, charge and spin) ... 214.7 kJ/mol
Total energy ... -24069.03481 eV

These are the natural (NBO) partial charges, in e, on atoms 1 to 4: 0.349, -0.822, -0.778, 0.183